(1)
Computed, not measured: 10 unconnected molecules or ions with the total composition C35H67N12O21 at a distorted geometry, with wB97M-V/def2-TZVPD.

Last column: Löwdin charge in e.
Element x y z (Å)
C 4.2069 -1.5182 -2.3551  -0.11
O -9.6360 6.8711 8.0412  0.03
C -2.3857 5.8695 6.3620  0.04
C 3.2715 -3.2519 -4.4061  -0.06
C 5.5230 -4.7763 -4.5550  -0.23
O -2.5082 3.6179 6.9470  0.03
H 4.4864 9.7509 2.2750  0.10
C -0.9573 1.3746 2.2677  -0.13
H -6.4422 6.9495 5.1715  0.10
C -7.0293 6.3998 5.9102  0.05
O 9.9974 3.3223 -0.6856  0.05
H 4.4002 8.7492 0.7862  0.10
N 0.9286 -3.9147 -4.4633  -0.12
O 2.2987 2.2609 1.6837  0.00
O 2.5017 7.2717 1.7896  0.03
C 4.1240 0.2435 0.8967  -0.03
C -1.7390 -1.5509 -2.8313  -0.19
H 2.7748 4.5924 3.5423  0.11
N -6.2037 6.2041 7.1323  -0.38
H -1.9520 -3.7515 -3.3826  0.11
H 1.1567 -2.7355 -7.2625  0.08
C 9.3872 1.2491 -1.5410  0.03
H 4.0135 3.6550 2.6402  0.09
N 2.1591 -4.0106 -5.0187  0.11
O -0.6579 -3.9774 4.0526  0.05
H -7.9158 6.9683 6.1988  0.09
H -1.1751 -3.5468 -1.6775  0.13
H 5.8296 -5.2178 -2.2964  0.08
O -6.1679 2.5174 5.2970  0.05
H 1.2778 -6.2529 4.4906  0.10
N 9.8357 2.6570 -1.7152  -0.43
H -3.5207 1.0723 5.1528  0.11
H -2.9639 -0.0312 -1.6559  0.13
H -0.3651 2.2215 2.8307  0.09
C -2.3340 -0.6261 2.5579  -0.18
O 5.6947 -1.7684 -0.2107  -0.09
N 2.0245 3.4327 1.9680  -0.39
H -0.0983 -1.3871 -9.3935  0.09
H -3.3342 2.6283 4.2603  0.10
H 4.6909 -3.4938 -1.1452  0.13
H 9.2868 0.7860 -2.5249  0.09
O -5.0564 6.6651 7.1202  0.02
H -3.1625 -4.8599 -6.1983  0.09
N -5.3072 2.0003 4.5752  -0.42
H -0.2296 0.9917 1.4083  0.08
O -3.5504 -8.3876 -9.5295  0.06
H 0.6646 -0.4836 -1.6669  0.11
C -9.2254 6.2719 10.2490  0.04
H -3.1224 -0.0362 1.9170  0.12
C 6.3266 -4.5639 -3.1374  -0.13
H -4.0640 -1.3713 -0.0107  0.12
H -1.6519 -6.9101 -10.5328  0.10
C -0.6970 -2.1257 -8.6888  -0.05
H -3.2577 5.9052 7.0184  0.06
H 7.4709 -4.8629 -3.1810  0.10
H 10.1446 0.7331 -0.9474  0.10
C -0.0045 -2.9374 -7.4062  -0.03
H -1.3423 -0.4670 -0.8020  0.09
H -2.6531 6.1754 5.3485  0.11
H 3.6518 -0.4299 1.7311  0.11
C -1.1898 -3.0993 -2.7842  -0.12
H -3.6849 -2.8398 -1.1403  0.12
C -2.2546 -0.9553 -1.3940  -0.21
H -3.2207 -3.1692 1.4492  0.13
H 8.4251 1.2712 -1.0252  0.07
C -2.2179 -6.4908 -9.6984  0.03
H -1.5765 6.4839 6.7620  0.11
H 1.9496 -1.0074 -0.7562  0.05
H 5.4239 -2.4282 -4.9590  0.11
H 4.7276 -5.6499 -4.4254  0.12
O -5.5133 1.4123 3.5071  0.04
C 1.2982 -5.1612 4.4990  0.04
C -3.8933 2.0913 5.0292  0.04
C -2.4647 -4.1443 -6.8090  -0.03
C -2.3103 -2.3185 -9.0836  -0.05
C 4.7850 -3.3985 -5.1017  -0.14
H 3.6219 -2.2805 -0.1782  0.13
H 6.3501 -5.0392 -5.3692  0.12
H -4.3139 -3.4783 -8.3903  0.10
O 0.3280 -5.0353 2.3907  0.04
C 0.3583 -3.1449 -3.3159  0.04
O 10.0129 3.0556 -2.8723  0.05
C -3.1606 -1.9828 -0.4956  -0.20
C -0.8695 -3.9799 -6.4250  -0.12
H 0.4543 -5.6996 -5.7324  0.15
H -2.8298 -1.2083 3.4746  0.15
N 3.2669 8.0316 2.3946  -0.42
H -0.8644 -5.3131 -4.4449  0.13
O -0.9014 4.2594 5.5832  0.05
H -2.6458 -1.4931 -3.6034  0.13
C 3.1099 4.2625 2.5569  0.05
H -9.7768 5.8077 11.0694  0.10
H 3.2756 5.1105 1.8891  0.08
H -3.8609 2.6314 5.9778  0.06
C -0.1150 -4.8042 -5.1851  -0.10
O 0.9279 3.9810 1.8075  0.06
O -11.2679 5.9289 9.1824  0.06
O -6.7306 5.5932 8.0694  0.06
C -2.3740 -2.7140 0.7412  -0.20
H 4.4120 1.2783 1.4143  0.10
H -7.2971 5.4112 5.5317  0.10
C 5.4710 -0.3669 0.1874  -0.26
H -0.8840 -0.8608 -3.2396  0.10
N 0.2355 -4.6851 3.5729  -0.42
O -1.3439 0.3009 3.1970  -0.26
O -2.4507 -7.7279 -7.7382  0.03
C 2.9753 -2.3407 -3.0926  0.02
H 5.1448 -1.3658 -3.0380  0.12
H 1.0909 -4.7793 5.5009  0.10
H -8.9226 7.2870 10.5135  0.10
C 1.4505 -2.2068 -2.4628  -0.04
C -1.4769 -1.7204 1.6863  -0.18
H -1.6969 -3.6212 0.4375  0.09
H 2.9988 9.7768 1.2682  0.10
H -1.5657 -5.9084 -9.0441  0.07
H -8.3649 5.6610 9.9683  0.08
N -10.1168 6.3643 9.0614  -0.41
H -0.9355 -2.4233 2.4854  0.09
C -3.1690 -3.3358 -8.0913  -0.06
H 2.2522 -4.7788 4.1303  0.10
H 3.2919 0.5297 0.0944  0.08
H 4.6483 -3.5521 -6.2764  0.13
N -2.7853 -7.6277 -8.9244  -0.42
C 3.8343 9.1685 1.6206  0.04
C 4.5400 -2.3274 -0.9398  -0.18
H -0.5943 -1.1696 1.1211  0.08
H -1.8990 1.8444 1.7571  0.10
N 1.0973 -1.3656 -1.2572  0.08
O 6.5166 0.4804 -0.0217  -0.03
H -2.8230 -1.7925 -9.9948  0.09
H -3.0533 -5.8825 -10.0508  0.10
H 3.7277 -0.4809 -2.0098  0.12
H 6.2869 -3.4280 -2.8345  0.06
N -1.8926 4.4675 6.2926  -0.40
O 3.6014 7.9314 3.5808  0.06

Net charge ... +1
LUMO energy ... -4.21 eV
Highest occupied orbital energy ... -11.127 eV
Largest force on an atom ... 9.05 eV Å⁻¹
Electronic energy ... -3609.00929 Eh

(2)
Computed, not measured: 4 unconnected molecules or ions with the total composition C35H67N9O6S2 at a distorted geometry, with wB97M-V/def2-TZVPD.

Last column: Löwdin charge in e.
Element x y z (Å)
C -0.9354 2.2741 -1.9826  -0.05
H -2.4975 -2.1891 -2.3420  0.07
H 6.8276 4.0414 5.4520  0.09
H 4.7939 -1.4996 -1.0434  0.14
C -4.6773 -4.9341 -6.3225  -0.03
H -5.2155 -5.6877 -6.8951  0.09
H 4.4929 -3.2766 0.8635  0.21
C 4.1414 4.6222 4.7563  -0.13
H 6.8161 4.7684 1.4244  0.09
H 1.1902 0.9845 1.8260  0.07
H 2.5035 -5.9329 3.7817  0.09
H 2.6423 5.0298 2.4182  0.13
H 7.2972 3.4977 3.8448  0.09
N -1.8817 2.0233 0.2755  -0.08
N -1.3007 -4.0519 1.3164  0.07
H 5.8712 6.1150 0.7994  0.09
H 1.3262 -5.0373 2.7673  0.05
H -2.6643 4.4686 -1.9782  0.13
H -3.6892 -5.3436 -6.1277  0.06
C -2.7720 2.4592 1.3966  -0.49
C -4.1564 -5.9180 -3.2811  -0.17
H -4.8103 2.4074 0.5272  0.06
H -0.7315 1.2011 -1.9910  0.08
C -2.8251 3.9838 1.4460  -0.13
H 4.7775 6.5498 3.9937  0.11
H -3.2788 0.8554 -1.6701  0.08
C -3.3467 1.9420 -1.7451  -0.02
H -7.2549 -5.1823 -6.0751  0.09
O -1.2855 -1.8757 0.9780  0.05
N 2.0793 -3.1982 -1.0725  0.17
H 4.1428 0.5120 -0.1021  0.11
C 3.3003 -0.1621 -0.1661  -0.12
H -6.9633 -3.4406 -6.1313  0.09
C 5.0218 2.2971 4.8687  -0.05
N -0.3399 -3.5008 2.1431  0.03
H -1.5315 -3.4185 -4.0252  0.08
C 4.6782 4.6474 1.8397  -0.49
N 3.6530 -3.4807 0.3363  0.21
N 3.1409 -2.6744 -0.5911  -0.09
C -6.9042 -4.3269 -5.4995  -0.04
H 6.7564 5.1558 4.1147  0.06
H -1.1663 2.5848 -3.0001  0.09
H -5.6598 -6.6806 -4.6295  0.13
C -2.4470 -3.6571 -4.5683  -0.03
C -2.1227 2.5989 -1.0849  -0.49
H 6.2577 6.0563 2.4947  0.06
C -5.4728 -4.5883 -5.0510  -0.49
H -1.3069 4.5783 -0.8765  0.12
S 0.5343 -1.0401 2.7818  1.02
N 1.8811 -4.3663 -0.4949  0.16
H 3.5190 6.4488 1.8758  0.13
C -3.7490 -4.5951 -2.6350  -0.14
N -4.9334 -3.3506 -4.4066  -0.10
H -0.0317 2.7948 -1.6716  0.08
H -3.3822 2.1970 -2.8036  0.09
O 4.5496 -5.8777 1.7052  -0.27
C -0.3698 -2.2173 1.9191  -0.71
C 2.7695 -0.3579 1.2706  -0.23
H -3.3581 -6.2966 -3.9243  0.10
H -2.3332 -4.6766 -4.9243  0.06
H -6.2821 -5.6457 -3.3620  0.13
C 2.3739 -5.2013 2.9968  -0.12
H 5.3278 2.4209 5.9060  0.09
H -4.2247 -1.8702 -2.2425  0.08
C 3.9136 5.8845 3.9258  -0.17
O 2.4377 -7.0061 1.1068  -0.24
C 5.1468 3.6364 4.1542  -0.49
C -5.4577 -5.7653 -4.0711  -0.13
H 3.3296 0.3374 1.8742  0.08
H -4.2961 -6.6697 -2.5031  0.11
H -2.2289 0.8118 2.6968  0.08
H 0.7032 -0.1350 0.5592  0.07
C -2.2299 1.9032 2.7061  -0.04
O -0.6424 2.1037 0.6018  -0.05
H 3.3195 3.6337 0.4647  0.07
H -3.5318 4.2852 2.2209  0.13
H -2.5750 -3.1677 -0.0776  0.12
C 2.8268 -4.5199 0.3927  -0.31
C -4.1919 1.8832 1.2495  -0.02
C -3.2121 4.6049 0.1056  -0.17
C 3.6108 5.5382 2.4703  -0.13
H 4.0720 5.0938 -0.1633  0.09
O -5.8359 -2.7504 -3.7170  -0.02
C 5.9843 5.4381 1.6451  -0.03
H -2.7830 -4.7057 -2.1340  0.12
H -1.2183 2.2450 2.9153  0.08
H -7.5791 -4.1908 -4.6583  0.08
H 2.9640 -1.3368 1.6947  0.07
H 3.9998 1.9242 4.8659  0.08
H -4.2555 4.3878 -0.1347  0.11
H -4.1574 0.8288 0.9729  0.09
C -2.2913 4.1196 -1.0139  -0.13
H 3.3842 -1.2834 -2.0163  0.13
C 3.7189 -1.3966 -0.9951  -0.06
N 4.8905 3.4332 2.6914  -0.08
C -1.8050 -3.0704 0.6582  -0.18
C 6.5882 4.1195 4.3926  -0.03
H 2.8434 -4.2611 3.2539  0.08
H 5.0191 3.6092 -0.0319  0.09
H 5.6652 1.5444 4.4104  0.09
S 3.1296 -5.8609 1.5657  0.64
H -4.4810 -4.3376 -1.8622  0.13
H -1.8452 4.3680 1.7477  0.13
H 3.1811 4.1132 4.8858  0.12
H 4.4855 4.8936 5.7555  0.13
H 3.0740 6.4403 4.3447  0.12
H -3.3062 -1.3109 -3.6426  0.09
C 4.2433 4.2093 0.4478  -0.04
H -2.5028 -2.9944 -5.4322  0.10
H 2.5475 0.3550 -0.7477  0.11
C -3.6580 -3.4485 -3.6402  -0.49
H -2.8692 2.2367 3.5220  0.09
H -4.5662 -4.0527 -6.9548  0.09
C -3.4174 -2.1258 -2.9259  -0.06
H -4.7094 1.9576 2.2049  0.09
H -4.2980 2.2564 -1.3261  0.06
C 1.2820 -0.0283 1.4656  -0.43
H -3.1416 5.6908 0.1792  0.12
O 3.9612 2.5679 2.4980  -0.06

Net charge ... +1
Multiplicity ... 4
LUMO energy (spin up / spin down) ... -4.35 / -4.35 eV
Highest occupied orbital energy (spin up / spin down) ... -9.852 / -10.893 eV
Largest force on an atom ... 1.57 eV Å⁻¹
Expectation value of S² ... 3.762
Electronic energy ... -3113.90047 Eh
ΔE to the lowest compared entry with this formula, charge and spin ... 0.00 kcal/mol